C28H27N3PdSSi | the ωB97M-V functional and the def2-TZVPD basis

Geometry as XYZ:
```
61
Properties=species:S:1:pos:R:3:forces:R:3
C -2.295648 -0.825080 0.684727 -1.487 -1.634 -0.055
C -1.665115 -0.334098 1.874208 0.251 -0.866 1.188
C -2.329764 0.854143 2.279967 -0.724 0.129 2.453
H -0.815286 -0.788641 2.373302 -0.274 0.032 -0.033
C -3.382811 1.094219 1.349009 -1.371 -0.107 0.911
C -3.357298 0.065784 0.350697 -1.677 -1.798 0.260
H -4.030514 -0.036145 -0.498778 0.112 0.021 0.343
H -2.003171 -1.701280 0.117000 -0.173 0.041 0.222
H -2.076433 1.480159 3.141118 -0.315 -0.501 -0.274
H -4.105688 1.898180 1.424215 0.208 -0.317 -0.103
Pd -1.545739 1.075239 0.384033 4.030 4.546 -4.251
C 0.907847 -0.662917 0.269997 1.895 -1.780 0.005
H 0.709102 0.055790 1.068969 -0.069 -0.335 -0.266
H 0.014627 -1.110993 -0.170383 0.180 0.331 0.245
H 1.465923 -0.159648 -0.519814 0.042 0.109 0.096
Si 2.096064 -2.313648 0.890762 -1.811 3.236 -0.618
C 3.434674 -2.644573 -0.360155 -0.013 -0.692 -0.319
C 4.077868 -3.898439 -0.351749 0.257 0.123 -0.529
H 3.842430 -4.620652 0.429597 0.042 0.133 -0.180
C 4.994354 -4.249429 -1.349289 -0.188 0.273 0.028
H 5.455488 -5.236063 -1.344259 -0.086 0.217 0.024
C 5.301101 -3.338906 -2.363087 -0.199 0.051 0.231
H 5.994560 -3.622945 -3.155956 -0.168 0.152 0.223
C 4.710832 -2.070977 -2.351321 -0.027 0.073 0.182
H 4.969549 -1.346345 -3.125808 -0.077 -0.204 0.205
C 3.789409 -1.717011 -1.356232 0.170 -0.455 -0.192
H 3.334116 -0.725122 -1.372560 0.148 -0.276 0.000
C 2.795976 -1.808909 2.546551 -0.023 -0.327 0.567
C 3.697584 -2.685383 3.180498 -0.166 0.178 0.434
H 4.045681 -3.581633 2.656172 -0.127 0.316 0.214
C 4.120906 -2.449784 4.493924 0.005 0.075 -0.139
H 4.775742 -3.168897 4.989376 -0.123 0.239 -0.155
C 3.696771 -1.306211 5.175738 -0.215 -0.056 -0.377
H 4.026830 -1.124760 6.198538 -0.095 -0.038 -0.252
C 2.843014 -0.398401 4.536851 0.148 -0.131 -0.182
H 2.514147 0.500092 5.059730 0.096 -0.214 -0.142
C 2.400174 -0.642253 3.231248 0.259 -0.278 0.189
H 1.752328 0.083542 2.740241 0.087 -0.241 0.240
H 1.207030 -3.692877 1.077557 -0.680 1.272 -0.618
H 2.037033 -3.884518 1.344336 1.637 -1.879 0.979
N -3.425709 2.955351 -3.159445 -0.074 0.069 -0.647
C -4.252195 3.629387 -2.269754 -0.126 -0.577 0.182
C -5.516308 4.176064 -2.448026 -0.402 0.460 0.355
C -6.193183 4.611073 -1.296543 0.291 -0.100 -0.609
C -5.595019 4.519507 -0.026731 0.716 -0.221 0.088
C -4.328600 3.942969 0.138939 -0.257 0.289 -0.041
C -3.683820 3.433570 -0.996332 0.053 -0.423 -0.864
N -2.569151 2.616969 -1.143108 1.290 -0.232 -1.510
C -2.427349 2.346647 -2.460992 -1.208 1.363 2.668
C -1.371666 1.548195 -3.043196 1.282 -0.896 -0.952
C -1.044808 1.466914 -4.392124 -0.348 0.214 1.191
S 0.308868 0.441277 -4.629169 -0.503 0.125 0.672
C 0.358170 0.142795 -2.914879 -1.109 0.937 0.132
N -0.559665 0.787281 -2.216139 0.819 -0.330 -0.994
H -3.553746 2.889704 -4.161409 -0.090 0.022 0.362
H -5.939691 4.239591 -3.451195 -0.093 0.065 0.353
H -7.197927 5.033590 -1.375126 0.373 -0.144 -0.072
H -6.131207 4.895820 0.847829 0.200 -0.125 -0.312
H -3.833244 3.871587 1.107440 -0.290 0.064 -0.259
H -1.551951 2.013304 -5.173013 0.256 -0.165 -0.194
H 1.104509 -0.522206 -2.485999 -0.258 0.184 -0.105
```
Positions in Å, forces in eV/Å.

Values from the calculation:
2S+1 = 3
Charge = 0
Kohn-Sham gap (spin up / spin down) = 0.1940 / 0.1957 Ha
Calculated total energy = -56130.052 eV
ΔE to the lowest compared entry with this formula, charge and spin = 0.0 kcal/mol

Atom charges from the natural (NBO) analysis, given in e for atoms 1 to 5: -0.38, -0.34, -0.40, 0.23, -0.32